(A)
# C4H9N

A single C4H9N molecule (wB97M-V/def2-TZVPD, the Open Molecules 2025 dataset).

Summary:
Net charge: 0
LUMO energy: 1.217 eV
Kohn-Sham gap: 10.301 eV

Positions of all 14 atoms, in Å:
C  -1.8196  0.8611  -1.1571
C  -1.0516  -0.0398  -0.2277
C  0.2255  0.1985  0.0326
C  0.9543  -0.4832  1.1352
H  -1.0831  1.6000  -1.6899
H  -2.4421  0.2651  -1.8993
H  -2.5303  1.5707  -0.5914
H  -1.6707  -0.7511  0.3341
H  0.8342  0.9373  -0.4836
H  1.1752  0.2726  1.8639
H  0.2461  -1.2100  1.5959
H  2.7587  -0.3134  0.3328
H  2.1900  -1.8051  -0.0148
N  2.2133  -1.1027  0.7693

Results of the Mulliken charge analysis, in e, for atoms 1 through 5: C -0.98; C -0.02; C -0.10; C -0.58; H 0.24

(B)
# C4H9N

A molecular structure, C4H9N (wB97M-V/def2-TZVPD, the Open Molecules 2025 dataset).

Summary:
Net charge: 0
LUMO energy: -1.529 eV
Kohn-Sham gap: 5.343 eV

Positions of all 14 atoms, in Å:
N  0.5523  -0.2832  -0.1816
C  0.0050  0.8135  0.6879
C  -1.4608  0.3833  0.9200
C  -1.8530  -0.4312  -0.2887
C  -0.6021  -0.5544  -1.1437
H  4.9666  -0.9753  0.6226
H  0.5532  0.8620  1.6440
H  0.0546  1.7903  0.1909
H  5.2655  -0.6496  0.0636
H  -2.2225  1.1817  1.0903
H  -1.4445  -0.8701  0.7640
H  -2.7302  -0.0431  -0.7949
H  -0.5070  -1.5134  -1.6650
H  -0.5771  0.2895  -1.9094

Results of the Mulliken charge analysis, in e, for atoms 1 through 5: N -0.59; C -0.40; C -0.37; C -0.41; C -0.39

(C)
# C4H9N

2 unconnected molecules or ions with the total composition C4H9N (wB97M-V/def2-TZVPD, the Open Molecules 2025 dataset).

Summary:
Net charge: 0
LUMO energy: 1.096 eV
Kohn-Sham gap: 9.879 eV

Positions of all 14 atoms, in Å:
C  -0.5138  -2.3851  1.5525
C  -1.2806  -1.8317  0.5261
H  0.5451  -2.1120  1.4615
H  -1.1438  -2.9187  2.3112
H  -1.1573  -0.8559  -0.0687
H  -2.3084  -1.9587  0.6094
C  1.0557  1.4944  0.3675
C  0.2348  1.6635  -0.7610
N  0.6914  1.7179  -2.1467
H  2.0243  1.0665  0.1817
H  0.6467  1.5180  1.3679
H  -0.7896  2.0234  -0.5400
H  1.7001  1.5544  -2.1207
H  0.2954  1.0239  -2.7407

Results of the Mulliken charge analysis, in e, for atoms 1 through 5: C -0.40; C -0.45; H 0.25; H 0.23; H 0.12

It comes down to (A), which is 173.6 kJ/mol more stable than the next structure.

(A)
# C4H9N

A single C4H9N molecule (wB97M-V/def2-TZVPD, the Open Molecules 2025 dataset).

Summary:
Net charge: 0
LUMO energy: 1.021 eV
Kohn-Sham gap: 10.321 eV

Positions of all 14 atoms, in Å:
C  0.2778  -0.5634  1.7093
C  0.2537  -0.3809  0.2232
C  1.2095  -0.7581  -0.5967
C  -0.9288  0.3711  -0.3590
H  -0.5433  -1.3096  1.9387
H  1.3330  -0.8553  2.0626
H  -0.0576  0.4893  2.2071
H  1.2129  -0.3786  -1.6603
H  2.0671  -1.2806  -0.1928
H  -1.7549  -0.2827  -0.3868
H  -1.2201  1.2032  0.2784
H  -1.4673  1.4807  -1.8185
H  0.2100  1.4590  -1.6973
N  -0.5921  0.8060  -1.7077

Results of the Mulliken charge analysis, in e, for atoms 1 through 5: C -1.02; C 0.61; C -0.94; C -0.57; H 0.25

(B)
# C4H9N

A single C4H9N molecule (wB97M-V/def2-TZVPD, the Open Molecules 2025 dataset).

Summary:
Net charge: 0
LUMO energy: 1.192 eV
Kohn-Sham gap: 9.293 eV

Positions of all 14 atoms, in Å:
C  -1.8545  0.3520  -0.4070
C  -0.4686  0.4404  0.4148
C  -0.0898  -0.9318  0.8500
N  0.6358  -0.2588  -0.1959
C  2.0327  0.0820  -0.3989
H  -2.7692  0.2431  0.2138
H  -1.9130  1.2915  -0.9312
H  -1.9998  -0.4252  -1.2012
H  -0.2934  1.3657  0.9831
H  -0.9880  -1.3852  0.4117
H  0.3897  -1.2743  1.7756
H  2.6246  0.5258  0.4251
H  2.5684  -0.8188  -0.7323
H  2.0663  0.7880  -1.2393

Results of the Mulliken charge analysis, in e, for atoms 1 through 5: C -1.31; C -0.08; C -0.44; N -0.17; C -0.78

(C)
# C4H9N

A molecular structure, C4H9N (wB97M-V/def2-TZVPD, the Open Molecules 2025 dataset).

Summary:
Net charge: 0
LUMO energy: 1.252 eV
Kohn-Sham gap: 8.082 eV

Positions of all 14 atoms, in Å:
C  0.8535  0.3302  -0.0828
C  -0.6119  0.0686  -0.1687
C  -0.1147  -1.3341  -0.1420
C  -1.3807  0.5456  1.0605
N  1.8037  0.2395  -1.0722
H  1.2073  0.8887  0.7792
H  -1.0436  0.3814  -1.1210
H  2.4081  1.0426  -1.2120
H  1.5307  -0.3481  -1.8542
H  -0.2107  -1.9229  -1.0436
H  0.2640  -1.8501  0.7304
H  -0.9084  0.1819  1.9729
H  -2.3901  0.1383  1.0426
H  -1.4071  1.6384  1.1110

Results of the Mulliken charge analysis, in e, for atoms 1 through 5: C -0.54; C 0.65; C -0.98; C -1.43; N -0.38

It comes down to (A), which is 109.5 kJ/mol more stable than the next structure.

(A)
# C4H9N

A single C4H9N molecule (wB97M-V/def2-TZVPD, the Open Molecules 2025 dataset).

Summary:
Net charge: 0
LUMO energy: 1.041 eV
Kohn-Sham gap: 9.716 eV

Positions of all 14 atoms, in Å:
C  0.1216  1.3810  1.2463
C  0.3258  0.4479  0.0272
C  1.5900  0.3972  -0.5410
C  -1.0761  -1.7242  -0.2701
N  -0.8464  -0.3255  -0.5229
H  -0.2985  0.7997  2.1800
H  1.0277  2.0351  1.4503
H  -0.8019  1.9706  0.8359
H  2.4319  1.1548  -0.2268
H  2.0147  -0.5134  -0.9228
H  -0.4344  -2.3241  -0.9256
H  -0.8760  -2.0203  0.7705
H  -2.0116  -1.8175  -0.7274
H  -0.8951  -0.0173  -1.5481

Results of the Mulliken charge analysis, in e, for atoms 1 through 5: C -0.81; C 0.30; C -0.80; C -0.78; N -0.31

(B)
# C4H9N

A single C4H9N molecule (wB97M-V/def2-TZVPD, the Open Molecules 2025 dataset).

Summary:
Net charge: 0
LUMO energy: 1.190 eV
Kohn-Sham gap: 10.096 eV

Positions of all 14 atoms, in Å:
C  1.2875  -0.5086  0.9205
C  -0.1857  -0.1644  0.9402
C  -0.6678  1.1143  0.3437
N  -1.0959  -0.1507  -0.2010
C  -0.6191  -0.3324  -1.5559
H  1.7600  -0.1092  1.8279
H  1.4525  -1.5912  0.9163
H  1.8038  -0.0736  0.0605
H  -0.6974  -0.5717  1.8158
H  0.0543  1.5989  -0.3330
H  -1.4031  1.7676  0.8078
H  -1.4536  -0.0798  -2.2185
H  0.2026  0.3836  -1.7873
H  -0.3321  -1.3758  -1.7350

Results of the Mulliken charge analysis, in e, for atoms 1 through 5: C -1.20; C 0.34; C -0.60; N -0.28; C -0.73

It comes down to (B), which is 105.6 kJ/mol more stable than the next structure.

(A)
# C4H9N

A single C4H9N molecule (wB97M-V/def2-TZVPD, the Open Molecules 2025 dataset).

Summary:
Net charge: 0
LUMO energy: 1.216 eV
Kohn-Sham gap: 10.557 eV

Positions of all 14 atoms, in Å:
C  -1.9367  -0.3004  0.0633
C  -0.5656  0.0188  -0.4802
C  0.6354  0.0811  0.3776
C  2.0316  -0.2746  -0.1036
H  -2.7136  0.2665  -0.4599
H  -1.9831  -0.0625  1.1417
H  -2.1775  -1.3754  -0.0647
H  -0.4217  -0.2893  -1.5224
H  -0.4947  1.8097  0.5064
H  0.4430  -0.1076  1.4415
H  2.2607  -1.3458  0.0561
H  2.7797  0.3337  0.4084
H  2.0944  -0.0656  -1.1822
N  0.0481  1.3114  -0.1819

Results of the Mulliken charge analysis, in e, for atoms 1 through 5: C -1.27; C 0.13; C 0.27; C -1.22; H 0.33

(B)
# C4H9N

2 unconnected molecules or ions with the total composition C4H9N (wB97M-V/def2-TZVPD, the Open Molecules 2025 dataset).

Summary:
Net charge: 0
LUMO energy: 1.161 eV
Kohn-Sham gap: 9.490 eV

Positions of all 14 atoms, in Å:
C  1.6198  1.7907  0.1012
C  0.1324  -0.8596  0.8380
C  -1.0230  -0.4656  1.2129
N  -0.7373  -0.3016  -0.2357
C  -1.3453  -1.3128  -1.1058
H  2.1630  2.0259  1.0198
H  2.0500  0.8990  -0.3647
H  1.6900  2.6263  -0.5979
H  1.1588  -1.1667  0.9542
H  0.5690  1.5937  0.3116
H  -1.7735  -0.1542  1.9202
H  -1.4852  -2.2913  -0.6197
H  -2.3169  -0.9424  -1.4504
H  -0.7017  -1.4414  -1.9836

Results of the Mulliken charge analysis, in e, for atoms 1 through 5: C -0.88; C -0.47; C -0.03; N -0.27; C -0.88

It comes down to (A), which is 300.1 kJ/mol more stable than the next structure.

(A)
# C4H9N

A single C4H9N molecule (wB97M-V/def2-TZVPD, the Open Molecules 2025 dataset).

Summary:
Net charge: 0
LUMO energy: 1.086 eV
Kohn-Sham gap: 8.817 eV

Positions of all 14 atoms, in Å:
C  -1.3007  -1.0925  -0.8535
C  -0.1901  -0.1414  -0.4602
C  0.4510  0.6899  -1.3026
C  1.0643  0.6595  1.5123
N  0.1299  -0.2630  0.8890
H  -1.1479  -1.4172  -1.8717
H  -2.2802  -0.6041  -0.8086
H  -1.3316  -1.9084  -0.1410
H  -0.1586  0.9611  -2.1592
H  1.4882  0.9744  -1.2572
H  1.1349  1.5884  0.9432
H  2.0497  0.1869  1.5089
H  0.7790  0.8067  2.5507
H  -0.6879  -0.4404  1.4498

Results of the Mulliken charge analysis, in e, for atoms 1 through 5: C -1.33; C 0.79; C -1.01; C -0.94; N -0.28

(B)
# C4H9N

A molecular structure, C4H9N (wB97M-V/def2-TZVPD, the Open Molecules 2025 dataset).

Summary:
Net charge: 0
LUMO energy: 0.444 eV
Kohn-Sham gap: 8.799 eV

Positions of all 14 atoms, in Å:
C  0.5715  1.2623  -1.1195
C  0.9102  -0.7414  -1.0568
C  0.4781  0.0808  -0.0863
C  -0.9252  -0.2328  0.4142
N  -0.8457  -0.6296  1.8437
H  -0.0629  2.0998  -0.8116
H  1.5440  1.7104  -1.3280
H  0.1387  1.0808  -2.0905
H  1.9383  -0.7365  -1.4304
H  0.3114  -1.4983  -1.5775
H  -1.5563  0.6405  0.2611
H  -1.3339  -1.0634  -0.1262
H  -1.5481  -0.1573  2.3967
H  0.0706  -0.3021  2.1439

Results of the Mulliken charge analysis, in e, for atoms 1 through 5: C -1.39; C -0.77; C 0.51; C -0.37; N -0.57

It comes down to (A), which is 262.4 kJ/mol more stable than the next structure.

(A)
# C3H6N2S2

A single C3H6N2S2 molecule (wB97M-V/def2-TZVPD, the Open Molecules 2025 dataset).

Summary:
Net charge: 0
LUMO energy (spin up / spin down): -0.233 / -0.233 eV
Kohn-Sham gap (spin up / spin down): 8.326 / 8.327 eV

Positions of all 13 atoms, in Å:
C  -0.0267  -0.9722  0.7180
C  -0.3819  0.4816  0.3237
C  -1.1918  0.6991  -0.8717
N  1.2508  -1.2061  0.1556
N  2.0059  -0.2101  0.1010
S  3.5062  -0.1761  -0.4369
S  1.1786  1.4173  0.3087
H  0.1706  -1.2040  1.7304
H  -0.8780  -1.6513  0.3658
H  -1.0520  0.7453  1.2003
H  -0.9695  0.0324  -1.7520
H  -1.3916  1.7612  -1.0667
H  -2.2207  0.2828  -0.7763

Results of the Mulliken charge analysis, in e, for atoms 1 through 5: C -0.49; C 0.24; C -1.23; N -0.47; N 0.34

(B)
# C3H6N2S2

A single C3H6N2S2 molecule (wB97M-V/def2-TZVPD, the Open Molecules 2025 dataset).

Summary:
Net charge: 0
LUMO energy: -0.872 eV
Kohn-Sham gap: 8.054 eV

Positions of all 13 atoms, in Å:
C  0.7164  0.3869  -3.3794
C  0.8059  0.5164  -1.1437
C  -0.5587  -0.8470  1.8258
H  0.8497  1.3180  -4.3035
H  -0.2939  -0.2637  -3.7588
H  1.6943  -0.4537  -3.7171
H  1.5749  -0.3865  -1.2488
H  0.6913  2.0906  0.1585
H  -0.5579  -1.2154  2.9212
N  0.2643  0.9152  -2.1723
N  0.8515  1.0033  0.0809
S  0.9895  0.0481  1.5307
S  -2.0864  -0.9766  1.0176

Results of the Mulliken charge analysis, in e, for atoms 1 through 5: C -0.57; C -0.01; C -0.21; H 0.23; H 0.23

(C)
# C3H6N2S2

A single C3H6N2S2 molecule (wB97M-V/def2-TZVPD, the Open Molecules 2025 dataset).

Summary:
Net charge: 0
LUMO energy: -0.550 eV
Kohn-Sham gap: 8.235 eV

Positions of all 13 atoms, in Å:
C  2.1419  -0.3957  0.1901
C  -0.5819  -1.1397  -0.2478
C  -0.7997  0.3925  -0.2386
H  3.0556  -0.9455  0.5916
H  2.3646  0.0791  -0.7884
H  1.6487  0.2797  0.9186
H  -2.2261  1.7304  0.4518
H  -2.6111  0.0313  0.6344
H  -0.2520  2.0946  -0.7738
N  -1.9012  0.7542  0.4840
N  0.0135  1.1506  -0.8611
S  0.9907  -1.8389  -0.1081
S  -1.8431  -2.1926  -0.2527

Results of the Mulliken charge analysis, in e, for atoms 1 through 5: C -0.79; C 0.18; C 0.46; H 0.33; H 0.27

It comes down to (C), which is 234.1 kJ/mol more stable than the next structure.

(A)
# C3H6N2S2

A single C3H6N2S2 molecule (wB97M-V/def2-TZVPD, the Open Molecules 2025 dataset).

Summary:
Net charge: 0
LUMO energy: 0.624 eV
Kohn-Sham gap: 8.800 eV

Positions of all 13 atoms, in Å:
C  -0.7057  -0.5789  -0.0623
C  1.9079  -0.3952  -0.3712
C  1.4485  0.9184  0.2598
H  -3.7944  -0.6368  0.1486
H  -2.7809  0.6475  0.4868
H  1.9499  -0.2623  -1.4529
H  2.8475  -0.6913  0.0267
H  1.9941  1.7989  -0.1290
H  1.5543  0.9099  1.3659
N  -2.9286  -0.1464  -0.1347
N  -1.8811  -1.0569  -0.0681
S  0.6881  -1.6633  0.0621
S  -0.2996  1.1564  -0.1317

Results of the Mulliken charge analysis, in e, for atoms 1 through 5: C 0.45; C -0.58; C -0.52; H 0.26; H 0.21

(B)
# C3H6N2S2

A single C3H6N2S2 molecule (wB97M-V/def2-TZVPD, the Open Molecules 2025 dataset).

Summary:
Net charge: 0
LUMO energy: -0.535 eV
Kohn-Sham gap: 7.554 eV

Positions of all 13 atoms, in Å:
C  -0.9084  1.1015  1.3381
C  0.6070  -0.7589  -0.0141
C  0.7706  -1.8302  -0.9858
N  0.1201  1.1507  -0.8758
N  -0.6556  1.6490  -0.0994
S  -1.6508  2.9493  -0.4232
S  -0.6009  -0.6996  1.1190
H  -0.1760  1.6420  1.9113
H  -1.9226  1.4556  1.6343
H  1.5702  -0.3201  0.1578
H  1.4646  -2.6440  -0.6185
H  1.3676  -1.2623  -1.7466
H  0.0142  -2.4330  -1.3972

Results of the Mulliken charge analysis, in e, for atoms 1 through 5: C -0.45; C 0.07; C -1.04; N -0.61; N 0.45

It comes down to (A), which is 362.2 kJ/mol more stable than the next structure.

(A)
# C9H15N2

A gas-phase ion, C9H15N2 (charge +1) (wB97M-V/def2-TZVPD, the Open Molecules 2025 dataset).

Summary:
Net charge: +1
LUMO energy: -2.869 eV
Kohn-Sham gap: 10.275 eV

Positions of all 26 atoms, in Å:
C  3.3012  -0.1188  0.0177
C  2.4668  -1.1779  0.3798
C  2.7078  1.0345  -0.4730
C  1.0849  -0.9840  0.6217
C  1.3275  1.0979  -0.4913
C  0.5312  0.2232  0.2695
C  -1.3571  -1.1572  -1.4441
C  -1.7995  -0.5559  1.5086
C  -1.6200  0.3012  -0.9584
N  -1.2272  1.8618  0.6583
N  -0.9403  0.5534  0.4022
H  4.3257  -0.0372  -0.0408
H  2.7121  -2.2014  0.6384
H  3.1979  1.8126  -0.9467
H  0.7647  -1.8858  1.1324
H  0.7058  1.9485  -0.8762
H  -0.4707  -1.5243  -1.0638
H  -2.1809  -1.8239  -1.3295
H  -1.2606  -1.1892  -2.5219
H  -2.8077  -0.2250  1.4602
H  -1.4137  -1.5566  1.4452
H  -1.3442  -0.3601  2.4636
H  -2.7315  0.3312  -1.0478
H  -1.0884  1.1446  -1.4773
H  -2.0411  2.2949  0.1964
H  -0.8431  2.1936  1.4769

Results of the Mulliken charge analysis, in e, for atoms 1 through 5: C -0.57; C -0.68; C -0.60; C -0.23; C -0.43

(B)
# C9H15N2

A molecular structure, C9H15N2 (wB97M-V/def2-TZVPD, the Open Molecules 2025 dataset).

Summary:
Net charge: +1
LUMO energy (spin up / spin down): -3.846 / -3.845 eV
Kohn-Sham gap (spin up / spin down): 8.978 / 8.976 eV

Positions of all 26 atoms, in Å:
C  3.3880  0.0194  -0.4078
C  2.3519  -0.7948  -0.5592
C  -2.3016  -0.8480  -0.0087
C  -2.0459  0.6615  0.1327
C  0.0726  -1.5911  0.7073
C  0.1840  1.7417  -0.3194
C  -0.9765  -1.4538  -0.4116
C  -0.9628  0.8907  -0.9795
C  1.0685  -0.5358  0.0450
N  -0.3984  -0.3979  -1.2729
N  0.7078  0.7259  0.7094
H  4.2377  -0.2376  -0.9659
H  3.2773  0.7957  0.2056
H  2.2191  -1.7447  -1.1182
H  -2.8918  -1.3478  0.8978
H  -3.0787  -0.7900  -0.7178
H  -2.8018  1.4061  -0.0503
H  -1.7457  0.7272  1.2290
H  -0.1810  -1.1837  1.6267
H  0.2903  -2.6651  0.6998
H  0.7653  2.1383  -1.1403
H  -0.1547  2.5499  0.1483
H  -1.2763  -2.4379  -1.0027
H  -1.4743  1.4941  -1.7367
H  1.4464  1.2836  1.1901
H  -0.0704  0.6489  1.3963

Results of the Mulliken charge analysis, in e, for atoms 1 through 5: C -0.95; C -0.29; C -0.96; C -0.82; C -1.54

It comes down to (A), which is 135.2 kJ/mol more stable than the next structure.